Formula: C19H47GaO10P
Source: the Open Molecules 2025 dataset
Level of theory: ωB97M-V/def2-TZVPD

Cartesian coordinates (Å):
C -2.578 3.590 -0.279
O -1.837 2.552 -0.870
C -0.950 2.978 -1.894
C 0.521 2.808 -1.521
C 1.399 2.362 -2.688
C 1.079 0.960 -3.212
C 1.655 -0.202 -2.372
C 0.658 -1.057 -1.579
C 1.111 -2.523 -1.473
Ga 2.088 -3.077 0.200
C 0.976 -3.456 1.842
C 0.786 -2.325 2.876
C -0.685 -2.011 3.067
O -0.937 -1.371 4.350
C -0.583 -0.073 4.424
C 0.378 0.256 5.526
O -1.022 0.764 3.676
C 3.669 -1.807 0.626
C 4.822 -2.302 -0.114
O 5.150 -1.978 -1.236
O 5.538 -3.273 0.552
P 2.999 -5.229 -0.378
O 1.930 -6.244 -0.715
H -3.034 3.193 0.621
H -1.935 4.430 0.002
H -3.352 3.964 -0.958
H -1.189 2.410 -2.792
H -1.122 4.032 -2.128
H 0.864 3.772 -1.143
H 0.619 2.093 -0.704
H 2.432 2.331 -2.337
H 1.373 3.092 -3.491
H 0.003 0.817 -3.309
H 1.498 0.883 -4.215
H 2.179 -0.865 -3.056
H 2.424 0.192 -1.705
H 0.483 -0.607 -0.599
H -0.302 -1.022 -2.102
H 1.783 -2.751 -2.301
H 0.272 -3.211 -1.573
H 0.005 -3.821 1.507
H 1.457 -4.289 2.354
H 1.335 -1.415 2.621
H 1.155 -2.664 3.846
H -1.239 -2.942 3.089
H -1.060 -1.395 2.253
H 0.143 1.239 5.919
H 0.370 -0.499 6.306
H 1.376 0.274 5.091
H 3.842 -1.818 1.700
H 3.480 -0.789 0.295
H 5.893 -3.857 -0.132
H 3.910 -5.746 0.590
H 3.897 -5.087 -1.481
C -3.441 -4.932 2.135
O -2.737 -4.193 1.153
H -3.917 -4.209 2.795
H -4.218 -5.565 1.695
H -2.770 -5.558 2.732
H -2.290 -4.812 0.566
C -2.623 4.732 -5.046
O -1.758 3.839 -5.738
H -2.110 5.691 -5.012
H -3.579 4.869 -5.558
H -2.806 4.396 -4.023
H -2.169 2.970 -5.768
C 1.028 6.403 -4.410
O 0.472 5.187 -3.938
H 1.657 6.794 -3.614
H 1.647 6.248 -5.299
H 0.257 7.144 -4.642
H -0.090 4.815 -4.630
C -4.074 -0.802 6.167
O -4.434 0.448 5.592
H -4.788 -1.020 6.959
H -4.112 -1.605 5.427
H -3.069 -0.765 6.596
H -3.803 0.638 4.889

Computed properties:
E_tot: -3770.6642 hartree
ΔE to the lowest compared entry with this formula, charge and spin: 0.0 kcal/mol
LUMO level: 2.13 eV
Charge: -1
Strongest force on any atom: 0.0114 Eh/bohr
E_HOMO: -4.7774 eV

=====

Formula: C19H48O14PS4
Source: the Open Molecules 2025 dataset
Level of theory: ωB97M-V/def2-TZVPD

Cartesian coordinates (Å):
C -4.185 3.670 5.427
C -5.097 3.999 4.234
C -4.520 3.727 2.836
C -3.743 2.419 2.698
C -3.334 2.183 1.229
P -2.054 0.939 1.090
C -0.584 1.364 2.036
C -0.683 0.818 3.461
O -1.350 -0.153 3.720
O 0.096 1.416 4.373
H -3.568 4.528 5.712
H -4.799 3.438 6.302
H -3.551 2.797 5.267
H -5.317 5.071 4.279
H -6.063 3.499 4.351
H -5.356 3.693 2.124
H -3.885 4.559 2.506
H -2.833 2.479 3.308
H -4.314 1.563 3.067
H -2.967 3.113 0.778
H -4.184 1.856 0.621
H -1.681 0.734 -0.235
H -2.533 -0.275 1.555
H -0.389 2.440 2.008
H 0.253 0.851 1.554
H 0.158 2.372 4.250
O -2.205 -1.804 -0.097
S -1.145 -2.789 -0.142
O -0.095 -2.583 -1.089
O -1.784 -4.211 -0.311
C -2.760 -4.392 -1.382
C -2.123 -4.448 -2.752
C -0.453 -3.007 1.460
H -3.503 -3.598 -1.320
H -3.254 -5.331 -1.150
H -1.679 -3.494 -3.030
H -2.886 -4.697 -3.488
H -1.339 -5.205 -2.779
H -1.253 -3.166 2.178
H 0.108 -2.104 1.699
H 0.219 -3.860 1.425
O 3.534 1.288 0.292
S 3.445 -0.128 0.511
O 2.560 -0.602 1.543
O 4.884 -0.723 0.703
C 5.757 -0.114 1.694
C 5.417 -0.527 3.110
C 3.050 -0.949 -0.994
H 5.732 0.969 1.570
H 6.752 -0.452 1.417
H 4.449 -0.138 3.424
H 6.179 -0.142 3.787
H 5.386 -1.613 3.194
H 3.722 -0.594 -1.770
H 2.018 -0.703 -1.237
H 3.154 -2.019 -0.843
O 8.919 2.308 -0.006
S 8.231 1.606 -1.046
O 7.974 0.204 -0.897
O 8.957 1.878 -2.426
C 10.387 1.639 -2.495
C 10.732 0.168 -2.580
C 6.719 2.423 -1.425
H 10.866 2.122 -1.643
H 10.699 2.164 -3.395
H 10.480 -0.356 -1.660
H 11.802 0.058 -2.757
H 10.189 -0.306 -3.397
H 6.919 3.482 -1.563
H 6.049 2.265 -0.582
H 6.302 1.981 -2.325
O -4.962 -0.524 -3.341
S -5.859 -1.569 -2.947
O -5.505 -2.934 -3.193
O -7.299 -1.266 -3.521
C -7.422 -1.006 -4.947
C -7.332 -2.265 -5.780
C -6.260 -1.392 -1.242
H -6.671 -0.270 -5.236
H -8.400 -0.542 -5.046
H -6.337 -2.705 -5.738
H -7.557 -2.026 -6.819
H -8.045 -3.010 -5.428
H -6.553 -0.362 -1.056
H -5.362 -1.650 -0.682
H -7.067 -2.079 -1.000

Computed properties:
E_tot: -3739.9436 hartree
LUMO level: -2.40 eV
Charge: +1
Strongest force on any atom: 0.0170 Eh/bohr
E_HOMO: -12.3203 eV